(1)
# C19H15F5GdN2O5

A molecular structure, C19H15F5GdN2O5 at a distorted geometry (ωB97M-V with the def2-TZVPD basis set, the Open Molecules 2025 dataset).

The geometry in XYZ format:
```
47
Properties=species:S:1:pos:R:3:forces:R:3
Gd -1.494 -0.063 -0.033 0.396 -0.168 0.259
O -2.840 -2.003 3.909 0.043 0.189 -0.166
C -2.537 -1.671 2.674 -0.088 -0.298 0.164
O -2.276 -0.526 2.328 0.058 0.065 -0.284
C -2.520 -2.808 1.708 -0.050 0.003 0.028
C -2.766 -4.134 1.996 0.016 0.011 -0.015
C -2.660 -5.046 0.943 -0.003 -0.015 -0.006
C -2.304 -4.611 -0.323 0.000 0.039 0.016
C -2.078 -3.250 -0.513 -0.054 -0.172 -0.008
N -2.205 -2.394 0.483 -0.020 0.232 -0.048
C -1.626 -2.642 -1.834 0.088 0.123 -0.237
O -1.407 -3.351 -2.779 -0.034 0.000 0.103
O -1.480 -1.334 -1.784 -0.132 -0.002 0.299
H -2.826 -1.204 4.464 -0.017 -0.045 0.058
H -3.025 -4.450 2.995 0.003 0.009 0.003
H -2.847 -6.095 1.123 -0.001 0.001 0.002
H -2.192 -5.286 -1.159 0.001 0.002 -0.003
O 0.632 -0.686 0.410 -0.292 0.323 -0.026
C 1.720 -0.815 -0.200 0.254 -0.020 0.020
C 1.869 -0.526 -1.651 0.002 -0.133 0.000
C 2.158 1.004 -1.663 -0.064 0.082 -0.009
C 3.232 1.525 -0.685 0.052 -0.007 -0.031
C 2.875 1.493 0.817 -0.033 0.050 0.033
C 3.099 0.130 1.495 0.036 -0.034 0.026
N 2.860 -0.943 0.500 -0.103 -0.007 -0.115
H 0.976 -0.772 -2.223 0.000 0.023 0.000
H 2.720 -1.072 -2.062 -0.007 0.014 -0.011
H 1.223 1.538 -1.463 0.002 -0.025 0.009
H 2.442 1.265 -2.683 0.031 -0.004 0.012
H 3.415 2.564 -0.961 -0.026 0.002 0.016
H 4.185 1.014 -0.863 -0.003 -0.015 -0.001
H 1.833 1.798 0.939 -0.001 -0.011 -0.003
H 3.466 2.241 1.346 0.012 -0.011 -0.010
H 2.452 -0.018 2.355 -0.011 0.030 0.000
H 4.128 0.011 1.827 -0.004 0.004 0.003
H 3.660 -1.081 -0.100 -0.002 0.002 0.011
F -2.164 2.333 -2.905 -0.095 -0.158 -0.097
C -1.591 2.942 -1.862 0.306 0.638 0.359
C -1.410 2.285 -0.667 -0.215 -1.017 0.091
C -0.791 2.955 0.356 0.014 0.743 -0.569
F -0.570 2.309 1.540 -0.055 -0.364 0.126
C -0.353 4.262 0.242 -0.033 -0.133 0.030
F 0.247 4.888 1.250 0.086 0.117 0.085
C -0.554 4.910 -0.968 -0.026 -0.099 0.042
F -0.150 6.162 -1.117 0.030 0.090 -0.006
C -1.174 4.256 -2.025 -0.074 -0.164 -0.059
F -1.352 4.895 -3.174 0.012 0.108 -0.092
```
Forces are in eV/Å.

Values from the calculation:
HOMO energy (spin up / spin down)   -0.430 / -0.430 hartree
HOMO-LUMO gap (spin up / spin down)   7.505 / 7.536 eV
Spin multiplicity   8
Total charge   +1
Energy relative to the best compared isomer or geometry (same formula, charge and spin)   149.7 kJ/mol

***

(2)
# C19H15N2O4PS

A molecular structure, C19H15N2O4PS at a distorted geometry (ωB97M-V with the def2-TZVPD basis set, the Open Molecules 2025 dataset).

The geometry in XYZ format:
```
42
Properties=species:S:1:pos:R:3:forces:R:3
O -5.585 1.575 3.010 -1.633 1.598 -0.988
N -1.545 2.647 -2.896 -0.011 -1.262 0.835
O -2.426 1.362 0.499 0.465 1.074 -1.091
O -4.628 -0.403 2.427 0.464 -4.916 -1.289
O -3.509 1.252 4.001 2.512 -0.955 1.222
S 0.656 1.360 -3.018 0.615 -0.660 -1.080
C -0.637 2.230 -3.730 -1.557 2.461 -1.445
C -3.240 3.153 -0.621 -0.360 0.111 -0.515
C -3.950 3.002 0.563 -0.872 -0.877 2.730
C -1.328 2.021 -1.653 0.325 0.030 -1.277
C -2.301 2.186 -0.642 -1.326 -0.599 1.986
C -0.216 1.283 -1.552 0.046 0.365 0.346
C -3.437 1.913 1.261 -0.244 -0.259 -0.753
C 3.197 -3.914 4.336 -0.555 -1.212 -0.070
C 2.247 -4.375 3.390 0.705 0.516 2.242
C 3.764 -2.645 4.267 -0.374 -0.852 -0.137
C 0.435 -0.910 -0.761 1.934 0.572 3.695
C 0.690 0.923 0.766 1.314 -0.268 1.603
C 1.723 -3.504 2.490 0.707 -0.106 -0.554
C 3.194 -1.761 3.333 0.266 0.500 -0.635
C 1.075 -1.772 0.154 -0.626 2.922 0.627
C 1.376 0.088 1.695 -1.501 -1.437 -2.522
C 0.283 0.464 -0.469 0.481 -1.862 0.125
C 2.144 -2.151 2.447 0.436 -0.993 -0.262
C 1.532 -1.279 1.394 0.174 0.824 0.067
N -0.750 2.641 -5.082 -0.265 -1.414 3.806
P -4.261 1.026 2.658 -0.895 5.899 0.189
H -5.565 -0.249 2.681 -0.343 -0.733 -0.241
H -4.072 0.855 4.700 0.475 0.514 -0.389
H -3.482 3.784 -1.462 0.289 0.253 0.221
H -4.750 3.585 1.007 0.022 -0.024 -0.465
H 3.445 -4.623 5.128 0.439 0.275 -0.204
H 1.798 -5.368 3.447 0.542 0.125 0.093
H 4.667 -2.489 4.909 -1.129 0.552 -0.701
H 0.137 -1.300 -1.647 -0.954 -0.947 -2.660
H 0.542 1.949 1.043 -0.073 0.438 -0.087
H 1.151 -4.117 1.799 -0.774 1.376 -0.574
H 3.681 -0.769 3.228 -0.655 -0.615 -0.035
H 1.217 -2.767 -0.068 0.188 -2.070 -0.597
H 1.715 0.290 2.665 0.148 1.341 1.075
H 0.058 2.516 -5.576 1.688 0.036 -2.117
H -1.587 3.095 -5.371 -0.091 0.277 -0.173
```
Forces are in eV/Å.

Values from the calculation:
HOMO energy   -0.290 hartree
HOMO-LUMO gap   8.087 eV
Total charge   0
Energy relative to the best compared isomer or geometry (same formula, charge and spin)   187.7 kJ/mol

***

(3)
# C19H15N5ReS2SbSe4

A molecular structure, C19H15N5ReS2SbSe4 at a distorted geometry (ωB97M-V with the def2-TZVPD basis set, the Open Molecules 2025 dataset).

The geometry in XYZ format:
```
47
Properties=species:S:1:pos:R:3:forces:R:3
Re 1.081 -0.302 -0.253 -2.085 0.484 -0.320
S 0.723 1.445 1.308 0.037 0.319 -0.414
C -0.322 2.642 0.482 0.767 -0.843 -0.253
C -0.779 3.772 1.105 -2.050 2.659 -2.876
C -1.547 4.792 0.313 1.934 -3.696 1.137
C -1.901 5.998 0.945 -0.387 -0.419 -0.428
N -2.286 6.965 1.412 -0.169 1.049 0.617
C -1.870 4.466 -1.013 -0.019 1.693 0.876
C -1.356 3.346 -1.599 1.132 -0.929 -1.304
C -0.548 2.480 -0.890 0.132 -0.755 -0.369
S 0.202 1.118 -1.801 -0.275 0.810 0.274
C -2.691 5.380 -1.755 -0.810 -0.111 0.044
N -3.534 6.007 -2.224 0.437 0.071 -0.142
H -0.582 4.059 2.089 0.428 -0.001 1.483
H -1.385 3.201 -2.691 -0.491 0.086 0.623
N 4.610 -1.553 1.695 2.374 -1.219 0.757
C 3.941 -1.072 2.783 -2.102 0.737 -2.601
C 2.797 -0.608 2.229 -0.263 -0.220 -0.474
N 2.745 -0.859 0.862 1.293 0.086 1.081
C 3.918 -1.429 0.587 -0.819 -0.009 -1.007
H 5.537 -1.964 1.710 -0.256 0.089 0.018
H 4.066 -1.193 3.790 1.284 -0.269 2.096
H 1.972 -0.124 2.666 -0.621 0.262 0.733
H 4.275 -1.790 -0.371 -0.195 0.312 0.059
C 0.236 -4.172 0.195 0.505 1.374 -0.847
C -1.130 -3.508 0.357 1.431 -3.014 -0.091
C -2.227 -4.345 0.477 -1.329 0.384 -0.641
C -3.508 -3.770 0.589 0.974 -0.589 -0.626
C -3.685 -2.432 0.393 1.403 1.403 0.620
C -2.529 -1.582 0.280 -3.480 0.883 0.276
C -2.806 -0.063 0.111 0.789 -0.089 -0.501
C -1.272 -2.144 0.297 -1.762 0.521 0.184
N -0.224 -1.318 0.152 2.925 0.484 -0.722
H 1.031 -3.635 0.756 -0.489 -0.363 -0.248
H 0.547 -4.162 -0.876 -0.173 0.230 0.570
H 0.233 -5.206 0.462 -0.183 -0.577 0.472
H -2.266 -5.422 0.218 0.859 0.658 0.838
H -4.319 -4.449 0.706 -0.758 -0.235 0.030
H -4.672 -1.980 0.415 0.157 -0.032 -0.058
H -3.889 0.178 0.004 0.763 -0.511 0.078
H -2.292 0.216 -0.856 -0.547 0.134 1.122
H -2.419 0.580 0.954 -0.132 -0.821 -0.916
Se 2.195 -1.399 -2.418 -0.706 -0.611 0.741
Sb 3.141 0.565 -3.499 0.900 0.489 -0.122
Se 4.566 1.449 -1.630 0.085 0.073 0.026
Se 2.615 1.966 -5.333 -0.089 -0.296 0.216
Se 5.610 -0.145 -3.133 -0.418 0.321 -0.012
```
Forces are in eV/Å.

Values from the calculation:
HOMO energy   -0.301 hartree
HOMO-LUMO gap   6.718 eV
Total charge   0

***

DFT total energy per entry: -67579.535; -51240.492; -319121.735 eV